DFT (ωB97M-V with the def2-TZVPD basis set) results for an isolated molecule of C2H6S2.

Each line ends with the Mulliken charge.
CARTESIAN COORDINATES (ANGSTROEM)
1 H -2.1382 1.0362 -1.8792  0.28
2 C -1.3279 1.1860 -1.1712  -0.75
3 S -1.2146 -0.1577 0.0526  -0.08
4 H -1.4466 2.1232 -0.6398  0.27
5 S 0.6547 -0.9483 -0.4624  -0.08
6 C 1.3467 -1.0920 1.2242  -0.79
7 H -0.3805 1.2291 -1.6981  0.28
8 H 2.3664 -0.7736 1.1622  0.29
9 H 0.8182 -0.4666 1.9302  0.30
10 H 1.3219 -2.1362 1.4814  0.28

## Properties
SMILES string: CSSC
Frontier orbital gap in eV: 8.80
Spin multiplicity: 1
Total charge: 0
HOMO energy in eV: -8.15
Relative energy (zero: lowest compared OMol25 entry of this formula, charge and spin) in kJ/mol: 26.7



DFT (ωB97M-V with the def2-TZVPD basis set) results for a 2-piece molecular cluster, C2H6Se overall at a distorted geometry.

Each line ends with the Mulliken charge.
CARTESIAN COORDINATES (ANGSTROEM)
1 H 0.6580 -2.5162 -0.0940  0.22
2 C 0.1542 -1.5249 0.2388  -0.66
3 H -0.5522 -1.4121 1.0655  0.27
4 H 1.5028 1.0219 1.2718  0.09
5 H -1.1342 1.8097 -1.5989  0.23
6 Se -0.1668 -0.4761 -1.1525  0.33
7 H -1.4429 1.3658 0.1309  0.32
8 H 1.8304 0.5439 0.8467  -0.08
9 C -0.8492 1.1880 -0.7083  -0.72

## Properties
Frontier orbital gap (alpha / beta) in eV: 7.97 / 7.79
Spin multiplicity: 1
Total charge: 0
HOMO energy (alpha / beta) in eV: -8.03 / -7.87
Relative energy (zero: lowest compared OMol25 entry of this formula, charge and spin) in kJ/mol: 367.5



DFT (ωB97M-V with the def2-TZVPD basis set) results for an isolated molecule of C2H6Si3 at a distorted geometry.

Each line ends with the Mulliken charge.
CARTESIAN COORDINATES (ANGSTROEM)
1 H -2.9668 0.6115 0.9357  -0.10
2 Si 1.9291 0.7363 -0.0719  0.30
3 H -0.1219 -2.0276 -0.7880  -0.14
4 Si -0.0093 -0.8008 0.0096  0.28
5 C -0.6536 2.0554 0.1700  -0.18
6 H -2.7528 1.1051 -1.1877  -0.12
7 H 2.7257 0.9179 1.2675  -0.05
8 Si -1.8780 0.7599 -0.0410  0.30
9 H 2.6608 0.8896 -1.3086  -0.08
10 H -0.1747 -1.0253 1.4332  -0.08
11 C 0.6035 2.0880 0.0195  -0.13

## Properties
SMILES string: C1#C[SiH2][SiH2][SiH2]1
Frontier orbital gap in eV: 8.93
Spin multiplicity: 1
Total charge: 0
HOMO energy in eV: -9.04
Relative energy (zero: lowest compared OMol25 entry of this formula, charge and spin) in kJ/mol: 45.8



DFT (ωB97M-V with the def2-TZVPD basis set) results for a 2-piece molecular cluster, C2H7BO overall at a distorted geometry.

Each line ends with the Mulliken charge.
CARTESIAN COORDINATES (ANGSTROEM)
1 H 2.1038 -1.3956 -0.6952  0.29
2 O 1.1801 -1.4780 -0.7458  -0.26
3 H 1.7923 1.5119 -0.6352  0.30
4 H -1.7638 -1.4545 1.5527  0.26
5 H -2.1582 0.2088 0.8930  0.26
6 B 0.7037 -0.5027 -0.0998  0.09
7 H -2.4813 -1.1965 -0.1261  0.28
8 C -1.9497 -0.8154 0.6874  -0.97
9 C 1.3059 0.9060 0.1748  -0.79
10 H 2.1467 0.4935 0.8181  0.26
11 H 0.7647 1.6772 0.6991  0.28

## Properties
Frontier orbital gap (alpha / beta) in eV: 7.35 / 7.35
Spin multiplicity: 1
Total charge: 0
HOMO energy (alpha / beta) in eV: -7.16 / -7.15
Relative energy (zero: lowest compared OMol25 entry of this formula, charge and spin) in kJ/mol: 380.9



DFT (ωB97M-V with the def2-TZVPD basis set) results for an isolated molecule of C2H7BO2S at a distorted geometry.

Each line ends with the Mulliken spin population.
CARTESIAN COORDINATES (ANGSTROEM)
1 C 0.2268 0.6432 -0.2770  0.18
2 C 1.2639 -0.5667 -0.1868  0.27
3 H 0.4544 1.2979 -1.0131  0.01
4 H 1.0099 -1.2860 -1.0972  -0.10
5 H 0.4307 1.2247 0.7496  -0.05
6 H -3.1288 0.5634 0.2166  0.00
7 O -2.3456 0.8808 -0.1415  0.01
8 H -2.5287 -1.5380 -0.4468  0.01
9 S 2.9767 0.1077 -0.1284  1.53
10 O -1.6614 -1.2413 -0.1103  -0.07
11 B -1.2841 0.0454 -0.2880  0.00
12 H 1.2047 -1.2236 0.7746  0.05
13 H 2.8683 0.9057 0.9636  0.15

## Properties
Frontier orbital gap (alpha / beta) in eV: 4.05 / 8.20
Expectation value of S²: 2.00
Spin multiplicity: 3
Total charge: 0
HOMO energy (alpha / beta) in eV: -3.79 / -11.04
Relative energy (zero: lowest compared OMol25 entry of this formula, charge and spin) in kJ/mol: 199.1



DFT (ωB97M-V with the def2-TZVPD basis set) results for an isolated molecule of C2H7BO3 at a distorted geometry.

Each line ends with the Mulliken charge.
CARTESIAN COORDINATES (ANGSTROEM)
1 O 0.3263 -2.5810 -0.1563  -0.48
2 H 0.2367 2.2641 -0.2490  0.32
3 B 0.3606 -1.3715 0.4043  0.57
4 H -1.0680 2.3477 -1.4621  0.23
5 O -0.9493 0.7683 -0.0251  -0.31
6 C 0.2285 0.0080 -0.4667  -0.45
7 H 1.0235 -1.8790 2.1542  0.25
8 C -0.7974 2.1590 -0.4081  -0.57
9 H -1.6054 2.6649 0.1317  0.19
10 H 0.2595 -3.3275 0.5132  0.30
11 H 1.2584 0.4909 -0.5115  0.30
12 O 0.7028 -1.1310 1.7517  -0.50
13 H 0.0239 -0.4128 -1.6762  0.13

## Properties
SMILES string: COCB(O)O
Frontier orbital gap in eV: 9.65
Spin multiplicity: 1
Total charge: 0
HOMO energy in eV: -9.40
Relative energy (zero: lowest compared OMol25 entry of this formula, charge and spin) in kJ/mol: 299.4



DFT (ωB97M-V with the def2-TZVPD basis set) results for a 2-piece molecular cluster, C2H7Br2N2 overall at a distorted geometry.

Each line ends with the Mulliken charge.
CARTESIAN COORDINATES (ANGSTROEM)
1 C -0.2404 -0.3869 0.5044  -0.42
2 N -0.7823 0.1767 1.8223  -0.30
3 N 0.7147 -0.9004 -2.2180  -0.47
4 H -0.8684 0.9943 -1.1374  0.46
5 Br 1.4476 1.7935 -0.3573  0.07
6 H 1.5811 -0.4207 -2.3738  0.27
7 H -1.7302 0.6885 1.7056  0.38
8 C 0.0194 0.6211 -0.6395  -0.48
9 H 0.3616 -0.4532 -3.0183  0.25
10 H -0.9877 -1.1343 0.1537  0.44
11 H -0.9629 -0.5680 2.4177  0.34
12 Br 1.4543 -1.2977 1.0396  0.05
13 H -0.0068 0.8872 2.1010  0.43

## Properties
Frontier orbital gap in eV: 8.48
Spin multiplicity: 1
Total charge: +1
HOMO energy in eV: -13.42
Relative energy (zero: lowest compared OMol25 entry of this formula, charge and spin) in kJ/mol: 305.2



DFT (ωB97M-V with the def2-TZVPD basis set) results for a 2-piece molecular cluster, C2H7BrN3 overall at a distorted geometry.

Each line ends with the Mulliken charge.
CARTESIAN COORDINATES (ANGSTROEM)
1 C 2.5905 0.2715 -0.9971  -0.55
2 H 2.1776 1.3181 -1.0074  0.26
3 Br 1.9821 -0.3221 0.7953  -0.16
4 H -2.5706 -1.2415 -1.1283  0.30
5 H -0.9563 1.8714 2.2808  0.30
6 H -0.4831 -1.3562 0.0056  0.30
7 N -1.1808 -0.6473 0.2709  0.08
8 C -0.8180 0.3749 0.9626  0.38
9 H 3.7052 0.1974 -1.0698  0.31
10 H 1.9666 -0.4671 -1.6413  0.23
11 H -3.1415 -0.8541 0.4104  0.28
12 N -2.4721 -0.6060 -0.3197  -0.59
13 N -0.7996 1.4611 1.4379  -0.13

## Properties
Frontier orbital gap in eV: 9.65
Spin multiplicity: 1
Total charge: +1
HOMO energy in eV: -14.20
Relative energy (zero: lowest compared OMol25 entry of this formula, charge and spin) in kJ/mol: 104.9